DFT (the ωB97M-V functional and the def2-TZVPD basis) results for 6 unconnected molecules or ions with the total composition C40H90N6O3.

Geometry (Å):
C -4.640 2.727 -2.580
C -3.828 3.170 -1.383
C -4.720 3.769 -0.251
N -3.955 4.386 0.998
C -3.498 3.203 1.916
C -2.778 5.320 0.624
C -2.407 6.190 1.790
C -3.718 6.120 2.493
C -4.824 5.440 1.605
H -3.873 2.131 -3.074
H -4.854 3.598 -3.200
H -5.452 2.073 -2.260
H -2.899 3.691 -1.614
H -3.331 2.389 -0.809
H -5.425 3.051 0.167
H -5.322 4.544 -0.727
H -2.939 3.528 2.793
H -2.968 2.476 1.301
H -4.494 2.885 2.227
H -2.044 4.545 0.405
H -3.109 5.908 -0.233
H -1.601 5.931 2.476
H -2.176 7.217 1.506
H -3.752 5.597 3.449
H -3.963 7.131 2.820
H -5.567 4.922 2.211
H -5.277 6.095 0.861
C 4.938 -4.706 -5.326
C 4.689 -4.689 -3.788
C 3.490 -3.793 -3.223
N 3.357 -3.956 -1.662
C 3.098 -5.370 -1.194
C 2.264 -2.943 -1.221
C 3.007 -1.647 -1.124
C 4.517 -1.939 -0.645
C 4.605 -3.426 -0.799
H 3.928 -4.740 -5.736
H 5.703 -5.414 -5.645
H 5.315 -3.713 -5.569
H 5.585 -4.272 -3.328
H 4.556 -5.770 -3.737
H 2.573 -4.191 -3.657
H 3.500 -2.733 -3.478
H 2.137 -5.687 -1.600
H 2.997 -5.327 -0.110
H 3.940 -6.012 -1.450
H 1.931 -3.282 -0.240
H 1.361 -3.022 -1.825
H 2.500 -1.037 -0.375
H 3.088 -1.129 -2.080
H 4.754 -1.657 0.381
H 5.102 -1.296 -1.303
H 4.437 -3.887 0.174
H 5.594 -3.718 -1.150
C 0.369 -1.886 4.679
C -0.366 -1.770 3.386
C -1.259 -3.056 3.146
N -2.193 -2.861 1.848
C -1.245 -2.619 0.634
C -3.459 -1.909 1.909
C -4.713 -2.736 1.468
C -4.236 -4.048 0.885
C -2.891 -4.249 1.557
H 1.122 -2.674 4.703
H -0.357 -2.041 5.478
H 0.873 -0.999 5.060
H 0.204 -1.463 2.509
H -1.047 -0.927 3.506
H -1.868 -3.373 3.993
H -0.659 -3.925 2.877
H -1.916 -2.372 -0.189
H -0.539 -3.423 0.426
H -0.765 -1.645 0.728
H -3.183 -1.042 1.309
H -3.451 -1.672 2.973
H -5.247 -2.245 0.654
H -5.185 -3.076 2.390
H -4.089 -4.143 -0.190
H -4.902 -4.878 1.123
H -2.261 -4.905 0.957
H -3.179 -4.693 2.510
C -3.493 -0.910 -2.208
C -2.621 -1.004 -3.485
C -1.117 -0.557 -3.053
N -0.242 -0.198 -4.363
C -0.303 -1.310 -5.428
C -0.596 1.165 -5.078
C 0.172 2.258 -4.259
C 1.336 1.509 -3.409
C 1.264 0.074 -3.988
H -3.842 0.100 -1.991
H -2.967 -1.252 -1.317
H -4.414 -1.432 -2.468
H -2.839 -0.336 -4.318
H -2.600 -1.964 -4.001
H -0.630 -1.286 -2.405
H -1.257 0.437 -2.626
H 0.183 -2.138 -4.912
H 0.266 -1.037 -6.316
H -1.298 -1.567 -5.791
H -0.256 1.145 -6.114
H -1.682 1.252 -5.114
H 0.725 2.914 -4.932
H -0.415 2.921 -3.623
H 2.321 1.976 -3.439
H 1.036 1.643 -2.370
H 1.722 0.170 -4.973
H 1.669 -0.764 -3.421
C -0.528 2.610 4.175
C 1.004 2.247 4.461
C 1.745 1.729 3.200
N 3.269 1.449 3.356
C 3.587 0.497 4.499
C 4.087 2.787 3.510
C 5.369 2.658 2.670
C 5.179 1.381 1.838
C 3.669 0.982 1.944
H -1.127 1.724 3.961
H -0.765 3.274 3.343
H -0.899 3.138 5.053
H 1.023 1.520 5.273
H 1.415 3.238 4.656
H 1.738 2.580 2.520
H 1.207 0.881 2.776
H 3.320 1.097 5.368
H 4.653 0.308 4.373
H 3.026 -0.428 4.363
H 4.121 2.974 4.584
H 3.571 3.693 3.194
H 6.239 2.525 3.313
H 5.604 3.554 2.095
H 5.654 0.509 2.288
H 5.522 1.466 0.807
H 3.355 -0.021 1.656
H 3.209 1.654 1.220
N -0.373 1.014 0.149
O 0.072 2.092 0.500
O 0.349 0.162 -0.277
O -1.533 0.855 0.405

The value obtained for the energy above the lowest of the compared OMol25 structures with the same formula, charge and spin is 68.61 kcal/mol. The calculation puts the frontier orbital gap (spin up / spin down) at 3.0 / 9.4 eV. Its net charge is +3. Its multiplicity is 2. Its expectation value of S² is 0.75. The value obtained for the lowest unoccupied orbital energy (spin up / spin down) is -5.3 / -5.5 eV. The calculation puts the molar mass at 703.20 g mol⁻¹. The maximum force is 5.4 eV Å⁻¹. The HOMO energy (spin up / spin down) comes out at -8.31 / -14.90 eV.